Formula: C7H11N4
Source: OMol25
Level of theory: wB97M-V/def2-TZVPD

Summary:
**HOMO**: -11.7 eV
**Charge**: +1
**LUMO**: -3.6 eV
**ΔE to the lowest compared entry with this formula, charge and spin**: 4.858 eV
**SMILES**: C[N@+]1(N)C=Cn2ccc(N)c21
**Calculated total energy**: -13387.28557 eV
**Kohn-Sham gap**: 8.1 eV

Positions of all 22 atoms, in Å:
H1 2.889216 1.825713 0.925396
H2 -1.549223 -1.333031 -2.585570
H3 1.007896 0.151953 -3.391510
C1 0.215610 0.096940 -0.241657
H4 -2.680790 0.610535 1.068797
N1 -1.747369 0.322488 1.460817
N2 1.955085 1.512775 0.950780
H5 0.325752 -2.250195 1.219613
C2 0.912136 0.527531 -2.339232
C3 -1.566112 -1.115071 -0.416402
H6 2.532768 1.778511 -1.959799
N3 0.002777 -0.102031 -1.577277
H7 1.437764 1.858306 1.800842
C4 -1.179472 -0.880467 -1.668357
H8 -1.256918 1.241240 1.778309
H9 -1.108596 -2.034376 1.962935
C5 -0.288263 -1.507433 1.655736
C6 1.368460 1.040177 -0.128229
H10 -2.415721 -1.593702 -0.126635
N4 -0.755026 -0.523864 0.603983
H11 0.130936 -0.842587 2.479169
C7 1.769088 1.216587 -1.471711

Force components x, y, z for each atom (eV/Å):
H 0.88 0.42 -0.28
H -0.05 0.48 0.24
H -0.04 1.19 1.06
C 4.07 3.51 1.01
H 1.60 -0.73 -0.62
N 0.93 2.35 1.03
N -0.67 1.18 3.89
H 1.38 -0.16 -0.52
C 0.66 -0.99 -0.38
C -0.01 -0.30 -1.86
H 0.73 0.45 0.63
N -1.83 -1.03 0.65
H 0.79 -0.81 -1.65
C 1.32 -0.07 0.25
H -0.87 -2.21 -1.00
H -2.37 -0.81 1.13
C 1.70 2.62 0.25
C -3.31 -2.87 -2.07
H -2.06 -1.43 0.86
N -1.65 1.31 0.24
H -0.24 -1.43 -1.07
C -0.96 -0.64 -1.78

These are the Löwdin partial charges, in e, on atoms 1 to 8: 0.10, 0.15, 0.16, -0.14, 0.12, 0.11, 0.12, 0.10



Formula: C7H10OS
Source: OMol25
Level of theory: wB97M-V/def2-TZVPD

Summary:
**HOMO**: -8.7 eV
**Charge**: 0
**LUMO**: -0.4 eV
**ΔE to the lowest compared entry with this formula, charge and spin**: 2.216 eV
**SMILES**: C[C@H]1[C@H](C=S)[C@]1(C)C=O
**Calculated total energy**: -20301.18131 eV
**Kohn-Sham gap**: 8.4 eV

Positions of all 19 atoms, in Å:
H1 1.169760 0.959985 1.173652
H2 -0.411417 -1.355899 2.235239
C1 2.249923 0.046942 -0.388995
C2 1.006460 0.481926 0.202601
H3 2.316984 -0.306240 -1.438361
H4 0.114489 0.467895 -1.779523
C3 -1.015525 -0.764617 1.365722
C4 -1.160222 1.777590 -0.500051
H5 -1.509173 0.166328 1.766734
H6 -0.630797 2.667331 -0.648766
H7 -1.906486 -1.313361 1.090912
C5 -0.032254 -1.900415 -0.467205
H8 -1.611980 1.721671 0.393677
H9 0.881244 -2.162194 -1.171098
C6 -0.241539 0.636953 -0.736713
H10 -1.908482 1.752469 -1.240235
S1 3.724242 0.463740 0.242123
C7 -0.165727 -0.544365 0.180431
O1 -0.869507 -2.795740 -0.280141

Force components x, y, z for each atom (eV/Å):
H -0.58 0.22 -0.47
H -1.60 1.52 -2.08
C 2.31 1.54 -0.63
C -0.87 -1.55 -0.04
H -0.59 -0.25 0.76
H -0.68 0.04 0.80
C -0.45 0.69 3.21
C 1.21 -0.93 -2.69
H 1.17 -0.63 0.00
H 0.71 1.54 0.09
H 0.17 -0.64 -0.05
C -0.12 -2.58 -1.04
H -1.43 0.07 3.32
H -1.47 0.76 1.12
C 2.11 -0.29 0.37
H -1.17 -0.01 -0.96
S -1.14 -0.65 -0.28
C 0.32 -0.91 -0.86
O 2.09 2.04 -0.58

These are the Löwdin partial charges, in e, on atoms 1 to 8: 0.14, 0.16, -0.64, -0.24, 0.06, 0.16, -0.05, -0.03



Formula: C5H12NO
Source: OMol25
Level of theory: wB97M-V/def2-TZVPD

Summary:
**HOMO**: -2.5 eV
**Charge**: -1
**LUMO**: 4.1 eV
**ΔE to the lowest compared entry with this formula, charge and spin**: 2.112 eV
**SMILES**: CNCCCC[O-]
**Calculated total energy**: -8914.95169 eV
**Kohn-Sham gap**: 6.6 eV

Positions of all 19 atoms, in Å:
H1 1.693947 0.736715 -1.582721
H2 0.086618 0.209429 1.015765
H3 -0.003223 0.056339 -1.557373
H4 -1.357591 1.556333 0.554700
H5 1.471477 -2.079903 0.775751
C1 0.768804 0.744147 -0.996583
C2 0.860361 -1.523671 0.047165
H6 -0.544660 -3.173523 0.188911
H7 2.078455 0.164312 0.857314
C3 -0.637602 -2.032987 0.423483
H8 0.909829 2.456417 -0.110705
N1 0.288865 2.194597 -0.918034
H9 -1.709563 1.698584 -1.340575
H10 -1.618803 3.287246 -0.465929
O1 -0.914412 -1.676834 1.679078
H11 0.937151 -1.835063 -1.022228
C4 -1.190642 2.220661 -0.473737
C5 0.994417 0.029615 0.348545
H12 -1.422419 -1.650993 -0.412526

Force components x, y, z for each atom (eV/Å):
H -0.14 0.07 -0.08
H 1.60 -0.13 -0.16
H 1.21 1.67 0.82
H 0.09 1.98 -2.62
H 0.06 -0.02 -0.68
C -1.31 -0.51 -0.57
C -1.76 0.13 0.43
H -0.31 0.90 0.30
H -2.60 0.39 -1.05
C 0.60 0.32 -0.19
H -1.19 0.48 -0.82
N -0.20 -1.12 1.65
H 0.38 0.47 1.28
H 0.88 -1.56 0.44
O -0.53 -0.36 -0.57
H 0.89 0.38 0.56
C 0.62 -1.26 0.30
C 0.53 -1.47 -0.01
H 1.17 -0.35 0.97

These are the Löwdin partial charges, in e, on atoms 1 to 8: 0.09, 0.08, 0.12, 0.12, 0.08, -0.30, -0.24, 0.07



Number 2 is which compound?
C7H10OS



Look up the ΔE to the lowest compared entry with this formula, charge and spin of the second one.
2.216 eV



Which of these has the lowest Kohn-Sham gap?
C5H12NO